1.
Formula: C34H51N6O19
Source: the Open Molecules 2025 dataset
Level of theory: ωB97M-V/def2-TZVPD

The geometry in XYZ format:
```
110
Properties=species:S:1:pos:R:3
H 5.11892 2.75310 0.09727
O -0.77755 0.74065 -9.47753
H -5.90136 5.41226 4.54185
H -1.68661 0.80235 1.20333
H 5.62981 2.22226 4.79562
C 4.58024 1.89310 4.68370
C 3.77728 3.07293 4.13332
H 4.04862 -7.22458 0.57622
H -3.65562 6.55373 4.14049
H -4.08238 3.47904 6.09671
H -5.66654 -1.98019 -0.50733
H 5.21201 -4.43279 -0.28501
C -1.50360 0.71290 3.85822
C 5.18175 3.37735 2.16458
C -5.17743 2.96099 3.62800
H 2.77687 -5.30897 1.38108
C 4.45013 2.67529 0.97336
O 2.07471 -4.25572 -3.32481
O -3.95625 -0.72395 -2.93914
H -1.98786 -4.26121 -2.08842
H -6.16051 0.99093 -1.04187
C -0.85227 0.16825 0.84236
H 5.74696 4.21786 1.72092
H -5.15978 1.55165 -2.39357
H -0.81535 1.52005 3.56825
O 1.09898 -3.72034 -1.36514
H 5.58648 -6.45681 0.99757
H 4.49749 -6.96858 2.27219
C 0.05129 -2.56784 -6.34819
C -2.12747 3.37225 -0.48645
O -5.58491 2.74056 4.89930
N 2.21844 0.22682 0.36729
H -1.68619 -0.54119 -6.02029
H -1.00954 2.03597 -3.86510
H 0.50968 -2.66378 -5.36329
O -0.77083 0.85224 -7.22355
O -0.21234 -0.34985 1.99640
H 1.98106 -0.46660 1.06473
O 4.33284 -4.34393 2.31637
C 1.10329 -4.18504 -2.64335
O 4.31077 -2.10358 2.58384
H -1.47435 3.84077 -4.03647
O -4.11915 -2.61479 -1.75535
C -0.68025 -0.16018 -6.21600
H -1.45104 -3.30936 0.78200
H -0.95228 -5.54154 -1.41902
C 0.43602 2.36939 -1.63118
C -0.45616 -3.64192 0.48309
C 4.17411 -4.34665 0.04371
C -0.58797 0.23263 -8.42498
O -4.61721 4.19025 3.50307
O -0.14733 -4.54533 -3.02811
C 1.34402 0.95498 -0.25977
H -0.26520 0.24486 -5.29313
H 3.43874 4.28894 2.66284
H -1.00419 -2.83267 -6.26386
C 4.21657 -3.06797 1.88887
H 3.88025 0.77362 -0.89114
O 3.97427 -3.01807 0.55639
C 3.85696 -5.18904 1.24948
C -4.93749 4.92063 4.70196
H -1.39893 0.42907 4.91170
O -1.88511 -1.51004 3.01261
C -3.87917 5.95033 5.02033
C -1.25950 -0.50157 2.96542
C -0.83799 3.07852 -3.57771
C 0.22663 -1.16779 -6.86938
H 1.27916 -0.87511 -6.79661
C 4.30317 1.15094 1.28116
C -5.21648 0.84443 -1.56541
C 0.13632 3.39780 -2.69371
N -0.58444 1.82167 -0.89711
C -0.27228 -3.50655 -1.00319
H -4.40120 1.08815 -0.88055
C -5.09288 -0.57409 -2.06392
H 3.47310 3.13021 0.75466
O -5.28758 2.17810 2.73628
H 3.51433 -4.54216 -0.79960
N 4.26513 3.96776 3.15808
H -2.94518 5.47500 5.32620
H -1.32739 -0.67417 0.29998
H 0.50564 -3.29770 -7.01804
H 4.20712 1.54104 5.64933
H -0.32059 -4.67507 0.80737
N -2.09422 4.51861 -0.39842
O -2.75862 -2.54113 -3.54691
H -4.21027 6.60854 5.82319
H 0.67320 4.34525 -2.69544
H 5.93725 2.70739 2.59228
H -0.54968 -2.49164 -1.31623
C 4.53334 -6.53904 1.27111
H 0.28543 -3.04788 1.02063
O -0.15985 -1.04660 -8.24571
N 0.01074 0.92894 -0.05178
N 1.63555 1.89504 -1.26829
C -4.77863 -1.58989 -0.99930
H 3.57976 1.08033 2.11278
C 3.66854 0.36235 0.10147
H 5.25772 0.70477 1.58922
O 2.67239 3.28490 4.59415
O -1.89829 2.11044 -0.97938
C -3.53644 -2.01054 -2.82032
C -0.96491 -4.53670 -1.84928
H 4.10030 -0.66096 0.11011
H 4.60896 1.02472 4.00765
H -5.98738 -0.85305 -2.62760
H -5.71391 4.03570 6.53148
C -5.04928 3.80228 5.70270
H -2.52400 1.07337 3.64329
H -4.08113 -1.22016 -0.24164
```

The LUMO energy comes out at -3.6 eV. Its HOMO energy is -11.60 eV. For the total energy, the calculation gives -83918.330 eV. As for the charge: +1. The value obtained for the gap between HOMO and LUMO is 8.005 eV.


2.
Formula: C34H51N6O4PSSeW
Source: the Open Molecules 2025 dataset
Level of theory: ωB97M-V/def2-TZVPD

The geometry in XYZ format:
```
99
Properties=species:S:1:pos:R:3
C 3.30667 -4.43686 1.27958
C 0.23644 2.53116 -3.65971
C 3.39044 -6.72945 0.68207
C -4.96935 1.93081 -0.93099
N 0.61324 3.37410 0.26506
C 1.09153 4.76621 -3.30257
W -1.03011 3.53946 -1.29511
H 2.87086 -4.73922 -2.11408
H -0.62661 -1.46456 -0.81767
H -5.12958 -0.71805 0.12804
Se -2.33383 4.86590 -2.89436
C 0.36808 2.96932 -6.41825
H 7.54567 -4.03441 4.74027
H 2.54844 5.48249 -1.58259
C -0.69942 4.27631 2.01883
N -2.03105 -0.69972 -2.13498
S 3.08952 -3.15996 3.56055
N -4.22550 0.13943 -3.45041
H 0.52732 2.45837 2.10034
P -3.12022 0.58464 -2.27408
H 1.30198 6.13860 -0.53565
C -4.21804 -0.08801 0.21792
H 4.09539 -4.50276 5.21622
H 5.26016 -4.87645 3.05074
H -0.45547 0.98508 -6.58945
H -3.19396 6.88109 3.55939
H 2.55817 3.40235 -0.56141
C 0.01723 1.49233 -4.55153
H -4.30174 0.45395 1.17773
H 3.55007 -6.05059 2.68204
C -2.53444 6.10340 3.11365
H 3.20742 -7.20272 -1.46337
C 1.85001 4.12533 -0.14258
H -4.96001 -1.35252 -2.15218
C 0.00431 1.69823 -5.90913
H -0.47380 3.54646 3.98300
C 0.15079 3.29565 1.51908
H -1.29422 0.17675 -0.37716
C -0.27555 -4.16713 5.90592
H 3.12091 -2.96823 -0.27327
H -1.30351 -2.47466 -2.98335
C -2.00557 -1.68740 -3.19434
C 6.77129 -4.81377 4.57884
H -1.06929 -3.45348 5.54669
C -1.01414 4.30490 3.39086
H -0.39860 -4.16140 6.96977
H -2.98380 -2.14097 -3.32077
N 0.56800 4.96578 -2.10036
C 5.66996 -4.12496 3.73276
H -3.34454 -0.76706 0.30345
O -2.48627 1.87519 -2.63065
H 1.11839 -2.54432 5.45871
H -4.51752 -0.18509 -5.55104
H 1.86266 -3.83903 6.34339
H 6.41242 -5.09594 5.55353
H -0.04705 0.00085 -1.62705
H -4.69066 2.60094 -0.12817
H -6.25765 -0.49539 -2.93765
C -5.21091 -0.91288 -3.11553
H -5.95855 1.57704 -0.73675
C -1.32810 5.26443 1.17139
H 1.81234 5.55088 -3.65961
C 1.17128 -3.63687 5.51679
C -0.92018 -0.47582 -1.16243
H 2.31548 4.51623 0.76613
H -2.82007 6.68300 1.04530
C 3.31161 -5.80812 1.66927
H 0.80973 -3.63140 3.48462
H -5.29981 -1.63368 -3.96555
C -1.95459 5.16350 3.97197
C 1.63094 -4.07505 4.10811
C -2.29351 6.05470 1.74082
H 1.69750 -5.15384 3.97196
C 3.27074 -6.41452 -0.69594
C 3.20939 -4.07297 -0.13023
H 0.30381 3.06905 -7.47772
H -2.18312 5.14660 5.01839
N 3.52084 -3.39068 2.05525
H -0.22856 0.50403 -4.11068
N -3.99780 0.84956 -0.85163
O 0.11913 2.31588 -2.33034
H 6.10433 -3.30938 3.17160
H 3.71180 -7.73099 0.92846
C 4.47932 -3.64421 4.56142
H -0.48070 -5.17050 5.56538
H 4.72084 -2.75376 5.16775
C 0.91312 3.90272 -5.60368
H -1.73047 -1.19044 -4.14074
H -4.68947 1.53736 -4.96904
C 3.05040 -5.07922 -1.08069
H -3.07459 0.83119 -5.10718
O -2.07961 2.64528 -0.15430
C 0.81138 3.73146 -4.18351
O -0.94703 5.31038 -0.10376
H 7.23465 -5.74891 4.23601
C -4.14218 0.58374 -4.85833
C 1.62369 5.27874 -1.07634
H 1.40596 4.79793 -5.97253
H -5.00496 2.52862 -1.83867
```

The LUMO energy (spin up / spin down) comes out at -1.2 / -1.2 eV. Its HOMO energy (spin up / spin down) is -6.56 / -6.56 eV. For the total energy, the calculation gives -140508.677 eV. The value obtained for the gap between HOMO and LUMO (spin up / spin down) is 5.399 / 5.396 eV.


3.
Formula: C34H51N8P2RbSSe2
Source: the Open Molecules 2025 dataset
Level of theory: ωB97M-V/def2-TZVPD

The geometry in XYZ format:
```
99
Properties=species:S:1:pos:R:3
H -3.84316 2.94331 -3.26800
P -1.95987 -0.57495 3.38819
H -4.71894 2.54528 -4.71093
C 0.70060 1.12941 5.95122
H -6.36047 -0.25516 5.37933
H 2.54528 2.61765 -5.44450
H 3.98300 -3.03069 -0.10710
H 3.19193 -3.43871 -2.48075
C 0.65889 2.50573 0.18660
N 1.29408 3.64187 0.87193
H -1.32481 3.84442 5.65703
C -0.98441 2.78883 5.54924
C 1.69837 -4.33419 0.39334
N -4.24274 2.22791 -3.85177
Rb -0.54648 -1.16326 -0.67479
H 0.57846 -0.72615 5.02766
H 0.77151 3.09347 6.74872
H -3.19501 -2.79348 -3.72680
H 3.59958 1.68307 -0.61168
H 0.00634 3.38624 2.55724
H 1.43907 4.44427 2.79705
H 1.99909 -2.61620 -4.49250
C -4.20450 -2.77327 6.05256
C -1.12022 0.59156 4.54260
Se -0.67063 -2.16887 2.84741
H 0.91120 -0.52205 -5.52259
H -0.60553 -0.14032 -4.91642
H -4.68816 0.26852 3.77501
C 0.17704 2.39696 6.14078
C 3.26474 1.44482 0.44267
H 3.85100 0.63825 0.80542
H -0.72317 2.69203 -6.10446
H -1.94455 1.02835 -2.57690
H -0.37698 2.41471 0.56009
N 1.78876 -1.91919 -2.50104
C 0.15748 0.25421 -5.50745
H 2.41648 -4.98899 -1.47373
H 1.64304 2.36232 4.00213
N -2.48988 -0.88306 -3.10395
H -0.24904 0.40993 -6.62335
H 3.85583 1.64341 3.04235
C 1.94922 1.88834 -5.92207
C 1.26455 1.10166 2.45868
H 2.08408 -4.63610 -3.55144
H 1.83839 0.32327 3.01713
Se -2.71644 0.60441 1.71336
C 1.09469 -4.14570 -3.49920
N 3.55194 2.62378 1.21182
C 1.03966 3.52698 2.30663
H 3.86876 -1.82203 -2.37263
C -4.46458 -0.52203 4.46647
C -2.72759 0.41586 -3.06928
H 1.67686 -2.44275 1.00570
H 3.74465 3.37043 3.06479
C 3.03538 -2.43380 -2.03784
H -4.16094 -3.65821 6.68818
H 0.57088 -4.50470 -4.36464
H 2.58273 -4.74037 0.90623
H -6.27567 -2.51701 6.41491
C -3.37400 -1.72971 -3.72405
C -0.27746 2.65891 -5.12970
H 1.60534 0.88200 6.49283
C -3.82711 0.94000 -3.79696
H 1.92806 -0.96414 -2.66695
C 3.11300 -2.45332 -0.51133
C 3.32277 2.50466 2.60447
C -3.29474 -1.20843 4.43240
H 0.16766 3.60866 -4.88136
H 2.56477 0.99201 -6.02020
C -5.38543 -2.09776 5.97216
C 1.56232 -5.12408 -0.90416
H -1.06588 2.53914 -4.39780
C 2.78403 3.73271 0.61590
P 1.46422 0.91485 0.57940
H 0.81386 -4.45223 1.01323
H 0.14624 0.97230 2.69894
N 1.83195 -2.94310 0.12607
C 1.18888 1.35953 -3.63239
H 0.43760 -2.12681 -4.03155
N 1.82430 2.38765 2.98648
C 1.32020 -2.60769 -3.64148
C -4.39913 -1.19227 -4.43415
C -1.58570 1.88133 4.66430
H -5.13543 -1.85626 -4.94862
C 0.73246 1.51031 -5.01694
C -5.48201 -0.93952 5.29176
H 1.68429 2.23268 -6.87417
C 0.10891 0.25557 5.13221
H 3.08115 4.69499 1.02173
N -4.53067 0.08415 -4.47529
H 1.45629 -6.19171 -0.69433
H -2.38384 2.23016 4.08553
C 1.73219 1.18729 -2.57591
H -2.23906 -2.83164 5.47483
S 0.16471 -4.67297 -2.02078
H 0.80412 2.64013 -0.88975
H 2.88427 3.82028 -0.44361
C -3.15057 -2.31975 5.26398
H 3.16765 -1.41796 -0.20140
```

The LUMO energy comes out at -0.2 eV. Its HOMO energy is -7.33 eV. For the total energy, the calculation gives -208763.579 eV. The value obtained for the gap between HOMO and LUMO is 7.175 eV.


4.
Formula: C34H52BF4IN9O6P4Pb
Source: the Open Molecules 2025 dataset
Level of theory: ωB97M-V/def2-TZVPD

The geometry in XYZ format:
```
112
Properties=species:S:1:pos:R:3
H 3.23187 5.01402 3.06131
C -1.01775 -3.28727 -6.32661
C -0.33866 -5.15832 -2.63949
H -3.18133 -3.54597 3.64382
H 5.85700 1.46967 -4.87456
N -1.19292 -0.19470 5.02664
H 1.53832 4.84849 2.55789
O 0.38798 2.62503 4.25173
Pb 1.17172 -0.67397 -0.46247
P -1.29574 0.39103 3.53056
H 2.75740 -1.45944 -5.18281
C 0.14570 -3.90312 -2.86769
C 0.05381 -1.29027 -5.61134
C -2.42852 2.72386 -3.95539
H 4.08084 -0.05962 3.06961
H 0.32593 -0.26523 -5.83566
N 3.78497 -0.59142 -0.92123
H -3.39635 -1.78766 -1.07454
C -0.81668 -3.85644 -5.04698
C 2.38272 0.15686 -3.80860
O 2.26074 0.78549 3.44632
N -3.61670 -0.95541 0.85580
H -5.42461 -1.21349 1.94092
H -4.22676 -0.15869 2.72174
H -4.90345 -2.22827 -0.25387
H 0.79451 0.37777 5.43994
N 5.81486 -0.67376 -1.77800
O 0.04782 0.75912 2.89487
H -5.12983 0.40784 1.31932
C 4.60330 -1.21230 -1.77926
H 2.32062 1.87751 -2.50512
H -4.69149 -0.59296 -0.90225
H -0.37841 -3.66838 1.15439
H -1.42185 -5.03163 1.57540
H -2.72201 -0.11492 6.48828
F -0.61838 4.52694 0.80624
H -1.88457 -0.19855 -2.32540
O -1.82961 -0.81078 2.65206
N 5.66541 0.28207 -0.89087
F -0.67346 2.76696 -0.65818
C -1.68674 0.67991 -2.93085
H -1.50986 -6.78568 -3.44021
P 1.35746 2.02703 3.15753
B -0.05907 3.83841 -0.16837
H -0.10011 -5.68931 -1.72789
N 4.49384 0.37958 -0.35427
H 0.09492 3.65160 5.98877
C 4.88815 1.09739 -4.56766
C -1.12191 -5.79310 -3.62184
H -2.40716 2.02641 5.46859
C -1.32127 -5.15948 -4.80728
H -2.56467 1.37863 1.29838
C -0.10185 -3.13471 -4.03933
H -1.86688 -5.64909 -5.60430
H 0.19855 4.67494 4.53620
H 6.62501 1.49048 0.32757
C 2.52285 4.38169 2.53787
C 3.13970 -0.54753 -4.74190
C -0.16195 1.98223 -4.27379
I 1.57467 -3.41244 -1.37910
C 0.62032 3.81821 5.05470
C -0.08005 0.00846 5.95653
H -0.96692 3.77931 -5.11744
H 3.83304 0.48483 4.74440
H -2.18729 -1.74336 6.04181
H -2.01480 2.95320 1.92324
C 2.89668 1.32645 -3.24155
H 7.55207 0.77909 -0.91336
H -3.21214 3.44553 -4.14569
O 2.52652 3.10993 3.21975
C 4.38903 -0.07198 -5.12189
H 0.81199 2.12970 -4.72154
C -3.44442 -3.59913 2.58341
C -4.18200 -1.42464 -0.41793
H 1.67699 3.96094 5.24695
H -3.89334 2.46729 4.61814
N -2.33348 -3.15835 1.73517
H -4.33084 -2.99886 2.40806
H -3.68625 -4.63223 2.33906
N -2.46689 1.51061 3.41555
C -1.16719 2.91260 -4.50095
H -3.67973 1.45400 -2.76512
C -0.55532 -2.04333 -6.62533
C -2.80908 2.40134 4.53104
C -2.69561 2.11430 2.09258
C 3.69456 0.73685 3.69661
P -2.18657 -1.60437 1.29100
F 1.11432 4.18672 -0.65105
H -3.22051 -0.81938 4.94332
H 4.52939 2.71223 -3.19452
H -0.69040 -1.61734 -7.61024
C -0.42308 0.86128 -3.49056
C 4.14276 1.79639 -3.62308
N 6.66728 1.17857 -0.63164
H -2.41511 3.40185 4.35424
H -0.36346 0.70946 6.74472
C -4.65157 -0.46194 1.77170
H -3.71974 2.48343 2.04601
H -1.54510 -3.87293 -7.06972
H 4.33074 -2.04297 -2.40721
H 4.96982 -0.61604 -5.85534
C -2.68961 1.60522 -3.17290
C -2.40296 -0.74617 5.65738
H 2.83389 4.24143 1.50612
P 0.79058 -0.45048 -3.20362
H -0.74863 -4.01436 2.86032
H 4.17183 1.68058 3.46648
C 0.27020 -1.78367 -4.34303
F 0.99603 2.35135 1.65938
C -1.14713 -4.01072 1.84139
H 0.17446 -0.94605 6.41743
O -1.11341 -1.45991 0.26257
```

The LUMO energy comes out at -7.5 eV. Its HOMO energy is -15.09 eV. For the total energy, the calculation gives -123836.507 eV. As for the charge: +3. The value obtained for the gap between HOMO and LUMO is 7.636 eV.


- What is the formula in the first record?
  C34H51N6O19